Entry 1:
C19H18AlN4SbSe | the ωB97M-V functional and the def2-TZVPD basis

Output
E_HOMO in Ha: -0.5648
HOMO-LUMO gap in eV: 8.51
Total energy in eV: -104424.636
LUMO in eV: -6.86
Charge: +2
Molecular weight in g/mol: 530.1

Each line ends with the natural charge from an NBO analysis.
CARTESIAN COORDINATES (ANGSTROEM)
1 Al 0.106 -0.003 0.585  1.793
2 C 3.329 0.005 1.674  -0.674
3 C 3.118 0.001 0.188  0.290
4 C 4.242 0.001 -0.625  -0.219
5 C 4.135 -0.001 -1.995  -0.069
6 C 2.864 -0.002 -2.553  -0.255
7 C 1.762 -0.002 -1.729  -0.093
8 N 1.867 -0.002 -0.360  -0.708
9 Sb -0.096 0.001 -2.798  1.211
10 C -0.911 -1.561 -1.578  -0.093
11 C -1.487 -2.586 -2.287  -0.257
12 C -2.040 -3.664 -1.605  -0.069
13 C -2.002 -3.655 -0.232  -0.221
14 C -1.428 -2.603 0.469  0.301
15 C -1.468 -2.655 1.962  -0.674
16 N -0.866 -1.550 -0.204  -0.719
17 C -0.913 1.558 -1.572  -0.093
18 C -1.499 2.586 -2.269  -0.257
19 C -2.051 3.656 -1.574  -0.069
20 C -1.999 3.641 -0.200  -0.220
21 C -1.413 2.586 0.487  0.301
22 C -1.426 2.619 1.985  -0.678
23 N -0.858 1.542 -0.200  -0.723
24 H 4.391 0.014 1.897  0.268
25 H 2.915 -0.889 2.140  0.252
26 H 2.899 0.893 2.139  0.253
27 H 5.213 0.003 -0.150  0.256
28 H 5.019 -0.001 -2.622  0.260
29 H 2.735 -0.001 -3.628  0.249
30 H -1.501 -2.553 -3.369  0.249
31 H -2.495 -4.490 -2.144  0.260
32 H -2.430 -4.472 0.335  0.257
33 H -2.015 -3.536 2.285  0.261
34 H -1.985 -1.795 2.371  0.258
35 H -0.470 -2.707 2.394  0.254
36 H -1.522 2.560 -3.351  0.249
37 H -2.515 4.483 -2.103  0.260
38 H -2.423 4.452 0.377  0.257
39 H -1.952 3.505 2.330  0.262
40 H -0.421 2.646 2.400  0.252
41 H -1.952 1.760 2.392  0.262
42 Se 0.632 0.016 2.882  -0.137
43 C -1.029 0.078 3.666  -0.018
44 N -2.060 0.122 4.191  -0.269

Entry 2:
C4H11NO2 | the ωB97M-V functional and the def2-TZVPD basis

Output
E_HOMO in Ha: -0.3423
HOMO-LUMO gap in eV: 10.03
Relative energy (zero: lowest compared OMol25 entry of this formula, charge and spin) in kcal per mole: 42.4
Total energy in eV: -9910.401
LUMO in eV: 0.72
Charge: 0
Molecular weight in g/mol: 105.1
SMILES: CC(=O)O.CCN

Each line ends with the natural charge from an NBO analysis.
CARTESIAN COORDINATES (ANGSTROEM)
1 C -2.830 0.784 -0.252  -0.222
2 C -2.685 -0.520 -1.078  -0.637
3 N -1.461 1.457 -0.139  -0.873
4 H -3.479 1.559 -0.746  0.185
5 H -3.436 0.596 0.627  0.173
6 H -2.248 -1.481 -0.574  0.211
7 H -2.059 -0.292 -1.945  0.214
8 H 1.501 1.215 -0.807  0.531
9 H -1.679 2.394 0.394  0.354
10 H -0.732 0.983 0.398  0.380
11 H -3.658 -0.752 -1.611  0.213
12 C 2.431 -1.740 0.542  -0.753
13 C 1.857 -0.367 0.452  0.783
14 O 2.018 0.256 -0.672  -0.682
15 O 1.219 0.163 1.363  -0.634
16 H 3.450 -2.020 0.050  0.250
17 H 1.680 -2.472 0.121  0.254
18 H 2.355 -2.229 1.563  0.255

Entry 3:
C5H12Si2 | the ωB97M-V functional and the def2-TZVPD basis

Output
E_HOMO in Ha: -0.3342
HOMO-LUMO gap in eV: 9.51
Relative energy (zero: lowest compared OMol25 entry of this formula, charge and spin) in kcal per mole: 0.0
Total energy in eV: -21134.283
LUMO in eV: 0.42
Charge: 0
Molecular weight in g/mol: 128.3
SMILES: C[Si]1(C)C=C[SiH2]C1

Each line ends with the natural charge from an NBO analysis.
CARTESIAN COORDINATES (ANGSTROEM)
1 C -0.593 -0.230 -2.261  -0.599
2 C 0.065 0.914 -1.424  -0.602
3 C -1.131 -0.879 0.474  -1.311
4 C -0.052 1.913 1.618  -1.091
5 C 1.923 -0.316 0.724  -1.093
6 Si -1.101 -1.708 -1.238  1.109
7 Si 0.215 0.474 0.396  1.579
8 H -0.674 -0.079 -3.322  0.209
9 H 0.390 1.788 -1.960  0.210
10 H -2.104 -0.419 0.634  0.260
11 H -0.979 -1.587 1.284  0.256
12 H 0.105 1.572 2.638  0.238
13 H 0.644 2.725 1.431  0.237
14 H -1.058 2.316 1.563  0.238
15 H 1.901 -0.939 1.614  0.234
16 H 2.224 -0.942 -0.110  0.240
17 H 2.691 0.437 0.879  0.235
18 H -2.385 -2.278 -1.659  -0.173
19 H -0.078 -2.762 -1.280  -0.176

Entry 4:
C6H15CsNO2 | the ωB97M-V functional and the def2-TZVPD basis

Output
E_HOMO (alpha / beta) in Ha: -0.5979 / -0.5959
HOMO-LUMO gap (alpha / beta) in eV: 9.76 / 4.77
Relative energy (zero: lowest compared OMol25 entry of this formula, charge and spin) in kcal per mole: 0.0
Total energy in eV: -12579.264
LUMO (alpha / beta) in eV: -6.51 / -11.44
⟨S²⟩: 0.75
2S+1: 2
Charge: +2
Molecular weight in g/mol: 266.1

Each line ends with the natural charge from an NBO analysis.
CARTESIAN COORDINATES (ANGSTROEM)
1 Cs 12.875 -13.734 14.623  0.995
2 C 7.378 -10.280 12.282  -0.272
3 O 8.429 -9.593 13.041  -0.522
4 C 9.620 -9.166 12.341  -0.072
5 C 10.504 -10.375 12.181  -0.325
6 N 11.665 -9.922 11.460  -0.059
7 C 12.818 -10.812 11.378  -0.314
8 C 12.394 -12.207 10.912  -0.080
9 O 12.976 -13.104 11.765  -0.581
10 C 12.879 -14.440 11.230  -0.304
11 H 6.411 -9.945 12.660  0.234
12 H 7.363 -11.364 12.393  0.183
13 H 7.438 -10.058 11.216  0.181
14 H 10.109 -8.375 12.910  0.210
15 H 9.382 -8.921 11.306  0.195
16 H 9.939 -11.057 11.545  0.260
17 H 10.677 -10.864 13.139  0.263
18 H 11.935 -9.077 11.943  0.413
19 H 13.324 -10.929 12.336  0.277
20 H 13.658 -10.474 10.771  0.290
21 H 12.688 -12.331 9.870  0.217
22 H 11.318 -12.382 10.945  0.180
23 H 11.843 -14.744 11.083  0.199
24 H 13.328 -15.230 11.831  0.207
25 H 13.462 -14.586 10.320  0.227

Entry 5:
C4H9NO4PS | the ωB97M-V functional and the def2-TZVPD basis

Output
E_HOMO in Ha: -0.5209
HOMO-LUMO gap in eV: 10.04
Relative energy (zero: lowest compared OMol25 entry of this formula, charge and spin) in kcal per mole: 42.5
Total energy in eV: -34091.875
LUMO in eV: -4.14
Charge: +1
Molecular weight in g/mol: 198.2

Each line ends with the natural charge from an NBO analysis.
CARTESIAN COORDINATES (ANGSTROEM)
1 C 0.308 -0.453 0.401  0.400
2 C -0.489 0.499 -0.562  0.102
3 C -0.470 -1.135 1.566  -0.644
4 C -1.435 1.444 -0.054  -0.710
5 N 1.527 0.316 0.975  -0.790
6 O 0.195 -2.390 -2.840  -0.941
7 O 0.764 -1.476 -0.404  -0.755
8 O -1.083 -0.423 -1.504  -0.751
9 O 1.139 0.066 -2.429  -0.914
10 P 0.180 -1.183 -2.031  2.510
11 S 0.839 1.415 -1.583  0.613
12 H 0.064 -2.097 1.834  0.277
13 H -1.461 -1.231 0.994  0.247
14 H -0.623 -0.422 2.406  0.225
15 H -2.218 1.566 -0.810  0.291
16 H -1.084 2.503 0.110  0.262
17 H -1.844 1.164 0.966  0.253
18 H 1.553 0.919 1.866  0.461
19 H 1.671 1.018 0.190  0.403
20 H 2.466 -0.099 0.908  0.461

Entry 6:
C10H16O2 | the ωB97M-V functional and the def2-TZVPD basis

Output
E_HOMO in Ha: -0.3328
HOMO-LUMO gap in eV: 9.92
Relative energy (zero: lowest compared OMol25 entry of this formula, charge and spin) in kcal per mole: 108.8
Total energy in eV: -14719.758
LUMO in eV: 0.87
Charge: 0
Molecular weight in g/mol: 168.2
SMILES: CC1=C[C@H]2OO[C@@H]1C[C@@H]2C(C)C

Each line ends with the natural charge from an NBO analysis.
CARTESIAN COORDINATES (ANGSTROEM)
1 C 1.111 -1.961 2.151  -0.620
2 C 0.070 -1.776 0.875  -0.192
3 C -0.028 -3.106 0.094  -0.608
4 C 0.357 -0.567 -0.031  -0.243
5 C -0.978 -0.257 -0.764  -0.437
6 C -1.354 1.195 -0.669  0.026
7 C 0.752 0.757 0.635  0.038
8 C 0.880 1.907 -0.299  -0.222
9 C -0.181 2.148 -1.105  0.032
10 C -0.401 3.351 -1.918  -0.662
11 H 1.007 -1.186 2.891  0.218
12 H 2.115 -1.978 1.703  0.200
13 H 0.830 -2.892 2.676  0.212
14 H -0.952 -1.380 1.188  0.209
15 H -0.610 -3.114 -0.814  0.212
16 H 1.053 -3.364 -0.176  0.195
17 H -0.344 -3.858 0.729  0.210
18 H 1.253 -0.840 -0.662  0.207
19 H -1.874 -0.760 -0.296  0.224
20 H -0.916 -0.630 -1.832  0.227
21 H -2.322 1.455 -1.213  0.226
22 H 1.754 0.646 1.215  0.216
23 H 1.740 2.467 -0.275  0.205
24 H -0.445 3.280 -3.065  0.227
25 H 0.540 3.984 -1.807  0.222
26 H -1.292 3.953 -1.616  0.231
27 O -1.485 1.500 0.797  -0.288
28 O -0.282 1.024 1.587  -0.264